Record 1
Entry from the OMol25 dataset: a molecular structure, C12H24Cl2N2O4Zn at a distorted geometry (wB97M-V/def2-TZVPD).

Geometry as XYZ:
```
45
Properties=species:S:1:pos:R:3:lowdin_charge:R:1
Zn -1.289 0.288 -0.300 0.70
C -0.936 -4.556 -1.065 -0.03
N 0.309 -3.823 -0.905 -0.14
C 1.482 -4.377 -1.559 -0.05
C 0.289 -2.594 -0.338 -0.44
O -0.698 -2.142 0.228 -0.03
C 1.598 -1.810 -0.438 -0.13
O 1.477 -0.492 0.039 -0.16
C 2.021 -0.212 1.303 -0.11
C 0.933 0.096 2.333 -0.41
O -0.244 0.143 2.021 0.00
N 1.359 0.328 3.600 -0.15
C 2.739 0.358 4.034 -0.05
C 0.388 0.694 4.619 -0.03
H -0.882 -5.525 -0.565 0.09
H -1.741 -3.971 -0.634 0.08
H -1.139 -4.717 -2.127 0.10
H 1.332 -5.447 -1.683 0.09
H 1.649 -3.934 -2.543 0.07
H 2.376 -4.233 -0.953 0.09
H 2.397 -2.341 0.091 0.13
H 1.864 -1.741 -1.494 0.11
H 2.635 -1.047 1.654 0.12
H 2.661 0.668 1.193 0.14
H 3.415 -0.005 3.266 0.07
H 3.036 1.377 4.298 0.10
H 2.856 -0.270 4.920 0.09
H -0.609 0.601 4.205 0.09
H 0.492 0.038 5.486 0.09
H 0.548 1.726 4.943 0.09
C -3.726 2.037 0.975 -0.14
O -2.422 2.540 1.137 -0.25
C -1.627 2.422 0.027 -0.34
C -0.295 3.039 0.401 -0.17
H -4.317 2.368 1.828 0.08
H -3.698 0.936 0.952 0.06
H -4.177 2.386 0.044 0.08
H -0.395 4.126 0.294 0.07
H 0.493 2.704 -0.275 0.05
H -0.012 2.833 1.440 0.06
Cl 1.126 -1.742 -4.793 0.49
C 0.180 -0.283 -4.634 -0.91
Cl -0.408 -0.017 -2.816 0.36
H -0.733 -0.369 -5.208 0.01
H 0.778 0.580 -4.897 0.01
```

Calculated values
Frontier orbital gap (spin up / spin down) = 5.8684 / 5.1437 eV
Lowest unoccupied orbital energy (spin up / spin down) = 0.45 / 0.45 eV
HOMO energy (spin up / spin down) = -5.42 / -4.69 eV

***

Record 2
Entry from the OMol25 dataset: 2 unconnected molecules or ions with the total composition C8H11Br at a distorted geometry (wB97M-V/def2-TZVPD).

Geometry as XYZ:
```
20
Properties=species:S:1:pos:R:3:lowdin_charge:R:1
C -3.107 -2.402 0.428 -0.01
C -2.191 -1.471 0.224 -0.09
C -1.282 -0.625 -0.119 0.04
C -0.359 0.274 -0.229 -0.21
C 0.095 1.444 -0.934 -0.23
C 0.638 1.210 -2.394 -0.05
C 0.840 0.884 0.299 -0.25
C 1.022 1.689 1.568 -0.04
H -4.177 -2.379 0.228 0.05
H -2.988 -3.361 0.878 0.04
H -0.290 2.378 -0.881 0.10
H -0.043 0.563 -2.926 0.06
H 1.773 0.836 -2.361 0.12
H 0.631 2.248 -2.869 0.08
H 1.695 0.161 -0.023 0.17
H 1.760 2.409 1.501 0.04
H 1.382 0.919 2.322 0.10
H -0.005 2.094 1.744 0.10
Br 2.860 -3.427 2.285 0.21
H 1.747 -3.446 1.258 -0.22
```

Calculated values
Frontier orbital gap = 8.3664 eV
Lowest unoccupied orbital energy = 0.17 eV
HOMO energy = -8.20 eV
SMILES string = C=C=C=C1[C@H](C)[C@H]1C.Br

***

Record 3
Entry from the OMol25 dataset: a molecular structure, C18H46AlNP at a distorted geometry (wB97M-V/def2-TZVPD).

Geometry as XYZ:
```
67
Properties=species:S:1:pos:R:3:lowdin_charge:R:1
C -3.611 5.293 -3.878 -0.42
P -2.687 4.885 -2.286 0.63
C -2.517 3.018 -2.131 -0.42
Al -3.953 5.603 -0.453 0.05
C -5.203 4.132 0.221 -0.34
C -4.576 3.002 1.109 -0.30
C -3.540 3.459 2.180 -0.22
C -2.254 2.587 2.101 -0.28
N -1.058 3.316 1.592 0.00
H -3.293 6.287 -4.189 0.00
H -3.328 4.572 -4.656 0.00
H -4.702 5.262 -3.779 0.00
H -3.357 2.460 -2.568 0.02
H -2.460 2.793 -1.064 -0.02
H -1.611 2.668 -2.641 -0.01
H -3.009 6.229 0.700 -0.12
H -4.872 6.842 -0.960 -0.14
H -5.595 3.619 -0.677 0.03
H -6.084 4.597 0.687 0.02
H -5.408 2.531 1.660 0.08
H -4.190 2.212 0.461 0.07
H -3.973 3.244 3.166 0.09
H -3.327 4.525 2.161 0.05
H -1.987 2.187 3.088 0.09
H -2.405 1.698 1.468 0.08
H -1.018 3.145 0.595 0.03
H -0.247 2.839 1.960 0.04
C 4.715 0.289 0.132 -0.11
C 3.570 -0.693 -0.091 -0.28
C 2.943 -0.590 -1.481 -0.23
C 2.289 0.756 -1.798 -0.22
C 1.192 1.182 -0.825 -0.27
C 0.003 0.230 -0.790 -0.10
H 4.377 1.324 0.068 0.07
H 5.149 0.148 1.124 0.07
H 5.507 0.139 -0.605 0.07
H 2.808 -0.554 0.681 0.10
H 3.954 -1.710 0.036 0.09
H 2.203 -1.389 -1.593 0.09
H 3.714 -0.789 -2.234 0.11
H 1.869 0.706 -2.808 0.11
H 3.055 1.536 -1.832 0.10
H 0.834 2.172 -1.119 0.10
H 1.600 1.290 0.185 0.10
H -0.451 0.136 -1.779 0.08
H -0.757 0.610 -0.105 0.05
H 0.288 -0.768 -0.446 0.05
C 3.428 -6.535 2.722 -0.11
C 2.408 -6.808 1.623 -0.27
C 2.685 -6.037 0.332 -0.23
C 2.634 -4.514 0.465 -0.24
C 1.317 -3.950 0.994 -0.26
C 0.127 -4.243 0.087 -0.11
H 3.421 -5.488 3.028 0.07
H 3.206 -7.136 3.606 0.07
H 4.437 -6.788 2.389 0.07
H 1.402 -6.586 1.990 0.10
H 2.420 -7.878 1.393 0.10
H 1.970 -6.360 -0.431 0.10
H 3.673 -6.320 -0.045 0.11
H 2.838 -4.075 -0.518 0.10
H 3.448 -4.179 1.116 0.10
H 1.421 -2.865 1.092 0.09
H 1.114 -4.330 1.999 0.10
H 0.291 -3.836 -0.913 0.07
H -0.780 -3.787 0.489 0.07
H -0.058 -5.315 -0.005 0.06
```

Calculated values
Total charge = -1
Frontier orbital gap = 5.4965 eV
Lowest unoccupied orbital energy = 2.25 eV
HOMO energy = -3.25 eV

***

Record 4
Entry from the OMol25 dataset: a molecular structure, C21H30N4O2S at a distorted geometry (wB97M-V/def2-TZVPD).

Geometry as XYZ:
```
58
Properties=species:S:1:pos:R:3:lowdin_charge:R:1
C 4.377 1.790 -1.560 -0.29
H 3.628 2.151 -1.077 -0.11
H 5.427 2.156 -1.205 0.07
H 4.344 2.149 -2.682 0.05
S 4.265 -0.197 -1.948 0.74
C 4.523 -0.596 -0.011 -0.36
H 5.562 -0.813 0.175 0.08
H 4.295 0.352 0.454 0.06
C 3.767 -1.761 0.250 -0.44
N 2.483 -1.685 0.753 -0.19
C 1.338 -1.461 -0.207 -0.16
C 0.868 -0.177 -0.828 -0.13
H 0.156 -0.555 -1.531 0.13
H 1.823 0.276 -1.224 0.09
C 0.571 0.609 0.323 -0.40
N 0.286 1.945 0.112 -0.08
C -0.771 2.472 -0.194 -0.38
C -0.518 3.839 -0.633 0.04
C 1.021 4.003 -0.807 0.03
N 1.378 2.792 -0.211 0.06
H 1.529 4.679 -1.140 -0.01
H -1.278 4.768 -0.826 0.12
N -2.044 2.153 0.028 0.14
C -3.293 2.745 0.190 -0.29
O -3.365 4.055 -0.390 -0.12
C -4.331 1.789 0.260 -0.08
C -4.146 0.516 1.340 -0.34
O -3.228 -0.150 0.880 -0.08
C -3.780 -1.307 0.141 -0.10
C -4.976 -1.476 -0.328 -0.10
C -5.305 -2.346 -1.337 -0.06
C -4.365 -3.335 -1.880 0.06
C -2.995 -3.103 -1.304 -0.12
C -2.732 -2.260 -0.463 -0.03
H -1.731 -2.061 -0.091 0.11
H -2.206 -3.599 -1.643 0.07
H -4.556 -4.091 -2.619 0.09
H -6.339 -2.558 -1.347 0.09
H -5.820 -0.746 -0.039 0.16
H -3.783 1.280 2.305 0.19
H -5.022 0.184 1.836 0.11
H -4.804 1.353 -0.438 0.03
H -5.357 2.345 0.596 0.19
H -2.090 0.904 0.199 0.24
C 1.591 0.701 1.427 -0.05
C 2.269 -0.854 1.867 -0.15
H 1.356 -1.371 2.451 0.14
H 3.089 -0.896 2.605 0.10
H 2.561 1.289 0.979 0.12
H 1.225 1.234 2.442 0.16
H -0.314 0.301 0.865 0.15
H 0.554 -2.108 0.186 0.10
H 1.905 -2.207 -1.172 0.19
C 4.680 -2.587 1.545 0.05
H 4.146 -3.403 1.947 0.07
H 5.589 -2.791 1.254 0.01
H 4.824 -1.893 2.199 -0.01
H 3.717 -2.441 -0.475 0.07
```

Calculated values
Frontier orbital gap = 7.6693 eV
Lowest unoccupied orbital energy = 0.07 eV
HOMO energy = -7.60 eV

***

Record 5
Entry from the OMol25 dataset: 2 unconnected molecules or ions with the total composition C4H8N2O at a distorted geometry (wB97M-V/def2-TZVPD).

Geometry as XYZ:
```
15
Properties=species:S:1:pos:R:3:lowdin_charge:R:1
C -1.830 0.861 0.745 -0.11
N -0.502 0.259 0.824 -0.10
C 0.306 0.177 -0.342 -0.23
C 1.735 -0.010 -0.110 -0.20
O 2.339 0.601 0.895 0.03
H -2.495 0.363 0.022 0.08
H -2.340 0.834 1.723 0.09
H -1.691 1.899 0.456 0.07
H -0.608 -0.675 1.215 0.12
H 0.012 0.893 -1.149 0.14
H 2.441 -0.832 -0.302 0.12
H 1.759 1.338 1.095 0.10
C 0.164 -1.744 -1.167 -0.23
N -0.760 -2.449 -1.315 0.08
H 1.146 -1.554 -1.541 0.04
```

Calculated values
Frontier orbital gap (spin up / spin down) = 7.8818 / 7.1203 eV
Lowest unoccupied orbital energy (spin up / spin down) = 0.31 / -0.43 eV
HOMO energy (spin up / spin down) = -7.57 / -7.55 eV
SMILES string = CN/C=C\O.C#N

***

Record 6
Entry from the OMol25 dataset: a molecular structure, C24H45BrLaP2 at a distorted geometry (wB97M-V/def2-TZVPD).

Geometry as XYZ:
```
73
Properties=species:S:1:pos:R:3:lowdin_charge:R:1
La 0.653 1.553 -0.466 1.66
C 2.173 -1.354 -1.234 -0.25
C 2.965 -0.176 -1.065 -0.35
C 2.226 -0.865 1.016 -0.29
C 1.777 -1.806 0.053 -0.26
C 2.986 0.140 0.337 -0.38
C 1.921 -2.052 -2.517 -0.05
H 1.922 -1.345 -3.358 0.07
H 0.942 -2.554 -2.508 0.06
H 2.687 -2.818 -2.729 0.10
C 1.114 -3.091 0.370 -0.05
H 0.813 -3.622 -0.538 0.07
H 0.219 -2.939 0.987 0.06
H 1.789 -3.759 0.927 0.10
C 2.037 -0.960 2.483 -0.05
H 2.985 -1.181 3.000 0.09
H 1.328 -1.757 2.742 0.08
H 1.647 -0.020 2.910 0.06
C 3.746 1.264 0.944 -0.06
H 4.818 1.168 0.705 0.10
H 3.644 1.284 2.039 0.09
H 3.432 2.260 0.565 0.05
C 3.790 0.483 -2.111 -0.06
H 4.612 -0.182 -2.433 0.10
H 4.255 1.409 -1.739 0.07
H 3.206 0.735 -3.008 0.06
C -1.236 2.078 -2.013 -0.28
C -0.211 1.594 -2.806 -0.25
C 0.530 2.509 -3.763 -0.15
C 1.589 3.463 -3.140 -0.15
C 1.647 3.573 -1.624 -0.22
C 0.590 4.048 -0.872 -0.25
C -0.692 4.567 -1.508 -0.15
C -1.696 3.518 -2.063 -0.15
H -0.184 3.113 -4.350 0.13
H 1.423 4.465 -3.578 0.13
H 1.039 1.881 -4.511 0.12
H -1.969 3.804 -3.094 0.13
H -1.919 1.388 -1.489 0.04
H -0.118 0.517 -3.006 0.10
H -2.637 3.602 -1.494 0.12
H -1.219 5.171 -0.753 0.11
H 0.754 4.372 0.169 0.11
H -0.448 5.271 -2.320 0.13
H 2.585 3.152 -3.496 0.12
H 2.662 3.540 -1.193 0.12
P -2.491 -1.583 -2.188 0.69
C -2.297 -3.312 -1.597 -0.30
H -3.131 -3.924 -1.968 0.05
H -2.283 -3.319 -0.498 0.03
H -1.347 -3.717 -1.969 0.02
C -4.174 -1.249 -1.534 -0.32
H -4.887 -1.952 -1.983 0.04
H -4.456 -0.222 -1.798 0.03
H -4.173 -1.348 -0.442 0.02
C -2.898 -1.841 -3.953 -0.32
H -3.117 -0.858 -4.397 0.03
H -3.772 -2.497 -4.056 0.04
H -2.030 -2.278 -4.465 0.03
P -0.397 2.670 2.540 0.70
C 0.297 4.009 3.586 -0.29
H -0.514 4.620 3.991 0.04
H 0.948 4.639 2.966 0.03
H 0.889 3.584 4.407 0.05
C -1.955 3.506 2.036 -0.29
H -1.772 4.192 1.199 0.01
H -2.328 4.077 2.895 0.05
H -2.695 2.758 1.731 0.04
C -1.100 1.562 3.828 -0.30
H -1.585 2.151 4.620 0.06
H -0.299 0.954 4.266 0.04
H -1.831 0.892 3.359 0.00
Br -1.328 -0.220 0.647 0.03
```

Calculated values
Total charge = +1
Frontier orbital gap = 4.7469 eV
Lowest unoccupied orbital energy = -4.77 eV
HOMO energy = -9.52 eV

***

Record 7
Entry from the OMol25 dataset: 2 unconnected molecules or ions with the total composition C2H5O2S2 (wB97M-V/def2-TZVPD).

Geometry as XYZ:
```
11
Properties=species:S:1:pos:R:3:lowdin_charge:R:1
C -1.252 -1.185 0.867 -0.52
S -1.942 0.174 -0.088 0.30
S -0.370 0.671 -1.376 0.24
H -1.032 -2.073 0.282 0.03
H -2.005 -1.423 1.625 0.02
H -0.333 -0.872 1.349 0.00
H 0.572 1.005 -0.421 -0.19
O 2.046 -1.242 0.589 -0.11
C 2.470 -0.091 0.722 -0.67
O 1.834 0.991 0.874 -0.19
H 3.586 0.045 0.714 0.09
```

Calculated values
Total charge = -1
Frontier orbital gap = 7.8499 eV
Lowest unoccupied orbital energy = 3.36 eV
HOMO energy = -4.49 eV

***

Record 8
Entry from the OMol25 dataset: C3H5NO in the gas phase at a distorted geometry (wB97M-V/def2-TZVPD).

Geometry as XYZ:
```
10
Properties=species:S:1:pos:R:3:lowdin_charge:R:1
C 0.443 -0.228 -0.248 -0.37
N 1.378 0.356 0.459 0.15
C -0.774 0.919 0.393 -0.36
C 0.061 -1.244 -0.988 0.04
O -1.909 0.595 0.743 0.03
H 1.619 -0.093 1.344 0.10
H -0.030 1.364 1.223 0.13
H -0.558 1.696 -0.361 0.16
H 0.600 -2.181 -0.968 0.06
H -0.828 -1.184 -1.598 0.07
```

Calculated values
Frontier orbital gap (spin up / spin down) = 7.8212 / 7.6903 eV
Lowest unoccupied orbital energy (spin up / spin down) = -1.53 / -1.83 eV
HOMO energy (spin up / spin down) = -9.35 / -9.52 eV

***

Here are the calculated energy numbers, same order: -3581.652878 -2885.243837 -1351.964561 -1585.215937 -341.782605 -4229.527425 -1026.127148 -247.095540 (hartree).